{"formula": "C12H26CoNO5P2S", "method": "the ωB97M-V functional and the def2-TZVPD basis", "species": ["H", "C", "H", "H", "H", "C", "H", "H", "C", "N", "O", "H", "H", "H", "H", "H", "C", "C", "H", "H", "O", "H", "H", "C", "P", "C", "C", "S", "H", "H", "O", "H", "H", "H", "H", "Co", "H", "P", "C", "O", "C", "C", "H", "H", "O", "H", "H", "C"], "coordinates": [[0.731, 2.696, -4.562], [-2.063, 0.452, -1.601], [3.185, 0.317, 2.203], [-1.436, 2.068, 4.364], [4.276, -0.892, 1.439], [-2.964, 1.428, 1.084], [2.697, 2.165, -3.088], [-3.946, 1.645, 0.653], [3.239, -0.670, 1.725], [0.227, 0.998, -1.167], [-1.486, -1.931, -2.929], [-2.968, 0.610, -2.207], [2.736, -2.974, -0.206], [-2.341, 2.330, 1.076], [-1.809, 0.305, 4.160], [-3.065, 1.095, 2.124], [1.681, 1.906, -2.812], [2.748, -2.066, -0.823], [0.770, -1.203, 0.277], [1.988, -2.164, -1.608], [0.062, 1.556, 2.183], [-1.536, 1.844, -3.906], [2.805, 1.596, 0.089], [2.601, 0.823, -0.677], [-2.153, 0.123, 0.151], [-2.966, -1.456, 0.433], [0.588, 2.164, -3.632], [0.419, 0.866, 3.496], [-0.242, -3.567, -0.649], [-1.898, -1.073, -2.588], [1.493, 1.553, 4.171], [-2.304, -2.257, 0.072], [2.855, -1.418, 2.428], [-0.796, 0.853, 5.543], [-0.713, -2.471, -1.751], [0.024, 0.264, 0.686], [-3.937, -1.475, -0.084], [2.233, -0.712, 0.251], [1.469, 1.260, -1.593], [-0.181, -2.619, -0.883], [-0.670, 1.724, -3.267], [-0.857, 1.109, -2.009], [3.512, 0.637, -1.264], [-2.185, -2.477, -3.329], [0.601, -0.580, 3.242], [-3.111, -1.557, 1.518], [3.752, -1.866, -1.227], [-1.065, 1.041, 4.494]], "charge": 1, "multiplicity": 4, "relative_energy_ev": 1.440, "e_homo_ev": [-10.90, -10.67], "largest_force_ha_per_bohr": 0.0460, "s2": 3.831}